(1)
Molecular formula: C24H26N2O6PPt
Method: DFT, ωB97M-V with the def2-TZVPD basis set

Results
**Energy relative to the best compared isomer or geometry (same formula, charge and spin)**: 0.000 eV
**HOMO energy**: -5.57 eV
**Kohn-Sham gap**: 8.0 eV
**DFT total energy**: -1952.01529 Eh
**F_max**: 0.15 eV Å⁻¹

Geometry as ORCA input:
```
! wB97M-V def2-TZVPD RIJCOSX def2/J DEFGRID3
* xyz -1 1
H 4.764 -3.575 2.218
H 4.325 1.286 0.419
H -1.229 2.008 -3.848
C 1.208 2.566 -0.004
C -6.124 -0.064 0.772
C 3.452 -1.957 1.719
O -6.353 1.201 0.883
C -3.481 0.157 0.706
C 4.413 -2.919 1.432
H 4.833 -2.302 -1.870
H -0.110 0.646 -4.009
N -4.418 -1.815 0.565
H 3.053 -1.885 2.724
O -0.463 -0.906 2.741
P 1.655 0.076 1.042
H -2.078 -0.859 -3.446
H 0.774 4.521 -0.754
C -3.197 1.637 0.838
H -2.687 -3.790 -0.561
H 2.562 0.274 3.346
O -6.972 -0.944 0.732
C 4.916 -3.041 0.146
N -2.497 -0.802 0.571
C -4.693 -0.478 0.693
C 2.991 -1.109 0.716
C 1.555 3.815 -0.500
C 3.490 -1.247 -0.579
H 3.157 5.123 -1.071
H 0.788 0.097 -1.644
H -5.392 1.765 0.890
Pt -0.414 -0.481 0.634
C 3.546 1.995 0.161
O 0.859 -1.224 4.521
H -2.926 -0.700 -1.905
H 4.928 3.503 -0.479
C -2.415 -0.142 -2.688
C -2.400 -3.291 0.366
C 4.450 -2.205 -0.862
C 0.594 -0.711 3.443
H -2.646 -3.941 1.206
H -1.325 -3.121 0.361
H 3.121 -0.603 -1.368
O -2.028 2.014 0.832
H -5.147 -2.510 0.540
C 2.208 1.650 0.327
O -4.234 2.373 0.922
C -0.530 1.369 -3.301
C 3.886 3.241 -0.344
C -3.086 -1.980 0.499
H 0.163 2.300 0.134
C 2.890 4.150 -0.676
H 1.160 1.299 2.982
H 0.289 1.994 -2.936
H -1.594 1.398 -1.450
H -0.268 -1.275 -1.844
H -3.146 0.522 -3.156
C -1.221 0.642 -2.146
C -0.220 -0.265 -1.407
H 5.666 -3.790 -0.075
C 1.597 0.307 2.842
*
```



(2)
Molecular formula: C24H26N2O7S
Method: DFT, ωB97M-V with the def2-TZVPD basis set

Results
**Energy relative to the best compared isomer or geometry (same formula, charge and spin)**: 0.000 eV
**Structure (SMILES)**: COc1ccc2oc(C(=O)OCC(=O)N3CCN(S(=O)(=O)c4ccc(C)cc4)CC3)c(C)c2c1
**HOMO energy**: -8.45 eV
**Kohn-Sham gap**: 8.5 eV
**DFT total energy**: -1964.54306 Eh
**F_max**: 1.14 eV Å⁻¹

Geometry as ORCA input:
```
! wB97M-V def2-TZVPD RIJCOSX def2/J DEFGRID3
* xyz 0 1
C 2.337 2.924 0.991
C -2.016 -1.925 -2.436
H 2.253 -6.692 -2.054
C 0.455 1.729 3.842
C 0.623 -3.265 -0.394
C -0.895 -4.271 -2.574
H 2.229 5.277 -2.318
C -1.754 1.091 2.471
C 0.091 -5.039 -1.971
O -0.764 4.105 0.764
O 3.054 0.787 2.934
C -3.018 -1.928 -3.529
H -3.226 2.414 0.173
H 1.466 2.023 4.124
H -1.453 -4.673 -3.403
N -1.182 2.369 2.124
C -2.303 0.427 -1.422
C 2.191 3.886 0.010
O -1.752 1.061 -0.368
C 1.345 4.652 -2.216
N 0.585 0.569 3.004
H -0.848 3.472 3.872
H 1.204 -2.855 0.418
H -2.536 0.804 1.774
C -1.294 3.027 0.955
H -0.457 -0.354 1.486
H -3.539 -0.977 -3.563
H 1.093 4.228 -3.185
H 0.926 0.301 -0.586
C -0.651 0.021 2.490
C 1.851 1.650 0.766
C -0.279 2.889 3.138
H 2.832 3.138 1.926
O -0.750 -1.257 -0.671
H -3.736 -2.732 -3.373
H 1.612 -5.135 -0.445
O -3.145 0.918 -2.135
H 0.642 2.029 -2.349
H -0.083 1.436 4.751
H -2.197 1.188 3.469
C -2.169 2.395 -0.126
H -2.065 2.992 -1.038
O 0.265 -6.284 -2.499
C 1.259 1.314 -0.434
C 0.841 -4.532 -0.896
C -1.127 -2.990 -2.082
H 0.521 5.287 -1.891
S 1.964 0.435 2.070
O 1.931 -0.883 1.501
H -2.524 -2.104 -4.484
H 1.202 -8.046 -2.534
H -0.965 -0.822 3.119
C 1.253 -7.126 -1.955
H 1.055 -7.352 -0.902
H 0.416 3.563 2.632
C 1.115 2.283 -1.411
C -1.738 -0.911 -1.552
H 2.553 4.888 0.180
C 1.561 3.582 -1.194
C -0.371 -2.511 -0.994
*
```



(3)
Molecular formula: C24H26N4OsS2Si
Method: DFT, ωB97M-V with the def2-TZVPD basis set

Results
**Energy relative to the best compared isomer or geometry (same formula, charge and spin)**: 0.000 eV
**HOMO energy (alpha / beta)**: -10.22 / -12.74 eV
**Kohn-Sham gap (alpha / beta)**: 4.4 / 2.6 eV
**DFT total energy**: -2324.96770 Eh
**F_max**: 7.09 eV Å⁻¹

Geometry as ORCA input:
```
! wB97M-V def2-TZVPD RIJCOSX def2/J DEFGRID3
* xyz 2 5
H 2.379 2.950 3.636
N -2.700 2.206 3.025
H -5.619 -3.880 -1.765
H -0.221 -4.547 -3.308
C -4.388 -2.832 -3.213
H -0.307 -0.914 -4.117
N 1.513 3.140 0.864
C 2.736 3.166 0.355
H -0.341 -0.314 -1.811
H -0.912 0.075 3.918
C 2.102 -2.339 -2.123
C 0.831 -2.790 -2.538
C -3.594 -3.579 -1.058
H -0.055 1.153 -0.464
H -1.527 -3.165 -0.611
C 2.226 0.804 2.994
H 1.135 -0.179 -0.166
H -0.162 2.629 4.483
S 3.141 4.733 -0.373
N 3.596 2.144 0.301
H -3.761 -4.099 -0.115
C -3.133 -2.269 -3.489
H -5.191 -2.775 -3.953
H 3.724 -5.327 -1.726
H -3.609 2.423 3.398
H 3.376 1.227 0.666
C -2.113 -2.295 -2.516
H 2.297 -1.267 -2.055
H -2.940 -1.819 -4.468
Si -0.464 -1.474 -2.724
H 1.172 6.296 -0.173
C -1.457 5.320 1.315
C 0.251 0.358 0.230
H 4.068 -2.878 -1.410
H -2.306 1.279 3.139
S -2.844 4.769 2.161
C -2.062 3.189 2.372
H 1.597 -6.143 -2.737
H 1.161 -1.149 2.703
C -2.336 -3.021 -1.330
C 0.833 4.343 0.703
C 1.727 -5.071 -2.542
C 0.690 -4.162 -2.834
C 0.050 0.523 3.710
C 2.935 -4.621 -1.995
H 3.210 0.602 2.586
C -4.633 -3.469 -1.989
C 1.798 2.036 3.582
H -0.574 -0.358 0.371
C 0.454 1.865 4.023
C 3.121 -3.245 -1.806
C -0.483 4.342 1.248
H -1.327 6.300 0.877
N -0.851 3.140 1.831
C 1.567 5.311 0.045
Os 0.574 1.474 1.925
H 4.494 2.316 -0.135
C 1.153 -0.133 3.087
*
```



(4)
Molecular formula: C24H26N4S2SiTa
Method: DFT, ωB97M-V with the def2-TZVPD basis set

Results
**Energy relative to the best compared isomer or geometry (same formula, charge and spin)**: 0.085 eV
**HOMO energy**: -16.84 eV
**Kohn-Sham gap**: 4.4 eV
**DFT total energy**: -2291.01076 Eh
**F_max**: 9.00 eV Å⁻¹

Geometry as ORCA input:
```
! wB97M-V def2-TZVPD RIJCOSX def2/J DEFGRID3
* xyz 3 1
H -2.617 3.486 3.118
Si -0.352 1.504 -0.845
H 1.071 0.921 -2.907
C 4.085 -1.591 2.601
H -0.725 -1.170 2.830
N 2.305 -2.398 -0.581
H 0.096 -4.150 -0.271
C -1.726 2.791 1.280
C 3.330 -1.608 1.445
N 1.011 0.580 3.071
H -2.451 -0.777 0.788
H 5.201 -3.650 0.562
C 2.080 -0.184 2.722
H 1.070 1.021 3.980
C 3.418 -2.442 0.289
C -3.100 1.815 -1.629
H 0.845 5.650 1.751
H 0.994 4.156 -0.242
C 0.097 -2.826 1.543
N 1.445 -3.567 -2.469
H -0.959 5.323 3.436
C -4.274 1.360 -2.250
H 0.684 -2.911 -2.615
H -3.111 2.722 -1.014
H 1.658 -4.260 -3.178
H -1.844 -2.511 -1.197
C -1.812 3.633 2.392
C 0.126 4.838 1.622
C 2.403 -3.308 -1.555
Ta 0.506 -1.182 0.136
C -1.909 1.111 -1.815
C -1.289 -2.387 -0.268
H -2.993 -1.309 -3.969
C -1.870 0.022 -2.703
C -1.603 -1.460 0.775
H -0.925 -0.481 -2.929
H -5.214 1.879 -2.065
C -0.660 2.912 0.362
N 2.170 -0.808 1.540
H 0.486 -0.234 -1.330
C -0.702 -1.684 1.872
C 0.992 1.757 -2.207
S 3.851 -4.324 -1.442
H 0.531 1.107 2.336
H 1.970 1.943 -1.758
C -0.240 -3.239 0.212
H -0.578 0.515 0.406
C 4.321 -3.439 -0.035
H 4.980 -2.187 2.726
H 0.695 2.632 -2.806
C -3.038 -0.436 -3.316
C -4.242 0.246 -3.098
H -5.153 -0.107 -3.584
S 3.381 -0.600 3.832
H -2.492 2.024 1.124
C -0.886 4.659 2.571
C 0.228 3.985 0.514
H 0.733 -3.364 2.241
*
```